# 1
# H12O6

A cluster of 6 separate species, H12O6 in total (ωB97M-V with the def2-TZVPD basis set, the OMol25 dataset).

Results
Relative energy (zero: lowest compared OMol25 entry of this formula, charge and spin), kJ/mol: 154.04
SMILES: O.O.O.O.O.O
Highest occupied orbital energy, eV: -10.5

```
18
Properties=species:S:1:pos:R:3:lowdin_charge:R:1
H -0.12503 2.15848 -0.30405 0.074
H -0.39479 2.14639 -2.08884 0.140
H -1.33957 0.20110 -0.73952 0.009
H -1.50110 -1.35525 -0.82011 0.065
H -0.73984 -0.64510 1.40626 0.085
H 0.10996 -0.95773 2.77620 0.060
H 0.72473 0.27349 -0.82798 0.032
H 0.84013 -0.51942 0.42565 -0.033
H 0.25260 1.69629 1.70718 0.048
H 1.83716 2.19416 1.12085 0.145
H 0.49435 -1.90188 -0.93857 0.089
H -0.12867 -3.11417 -2.08199 0.036
O -0.30093 1.65271 -1.18208 -0.141
O -1.56398 -0.56924 -0.19063 -0.104
O 0.03739 -0.34383 2.04023 -0.107
O 1.15106 -0.54356 -0.45413 -0.057
O 0.81451 2.42684 1.29758 -0.137
O -0.16796 -2.79928 -1.14607 -0.203
```

# 2
# C3H2O2

The molecule C3H2O2 (ωB97M-V with the def2-TZVPD basis set, the OMol25 dataset).

Results
Relative energy (zero: lowest compared OMol25 entry of this formula, charge and spin), kJ/mol: 84.38
SMILES: C#CC(=O)O
Highest occupied orbital energy, eV: -10.9

```
7
Properties=species:S:1:pos:R:3:lowdin_charge:R:1
C 0.72316 0.25809 -0.14780 -0.479
C -0.69416 0.10804 -0.05614 -0.036
C -1.90391 0.01130 -0.09843 0.149
H 2.25653 -0.85846 0.19476 0.121
H -2.97467 0.14537 0.21045 0.073
O 1.32915 -1.02001 -0.06636 0.067
O 1.26390 1.35569 -0.03648 0.106
```

# 3
# H8O6V

A structure of composition H8O6V (ωB97M-V with the def2-TZVPD basis set, the OMol25 dataset).

Results
Multiplicity: 2
Expectation value of S²: 0.76
Highest occupied orbital energy (spin up / spin down), eV: -5.8 / -7.5

```
15
Properties=species:S:1:pos:R:3:lowdin_charge:R:1
O -1.21320 1.55638 -0.79241 -0.546
V -0.09407 0.82287 0.16158 0.675
O 0.56858 1.89200 1.12096 -0.476
O 0.84969 -0.75568 1.42289 -0.067
H 0.90691 -0.78809 2.37783 0.084
H 1.14844 -1.61835 1.13516 0.070
O 1.61940 1.05520 -1.25515 -0.046
H 2.47669 1.00768 -0.83203 0.075
H 1.74992 1.64703 -1.99605 0.086
O -2.01524 -0.08511 1.25691 -0.051
H -2.12742 -1.03568 1.26521 0.055
H -2.87076 0.25523 0.99521 0.070
O -0.28390 -1.10162 -1.29848 -0.059
H -1.02967 -1.65857 -1.52180 0.068
H 0.31459 -1.19330 -2.03985 0.061
```

# 4
# H36O18

A cluster of 18 separate species, H36O18 in total (ωB97M-V with the def2-TZVPD basis set, the OMol25 dataset).

Results
Relative energy (zero: lowest compared OMol25 entry of this formula, charge and spin), kJ/mol: 855.00
Highest occupied orbital energy, eV: -10.5

```
54
Properties=species:S:1:pos:R:3:lowdin_charge:R:1
O 2.88846 1.30637 -3.59231 -0.031
H 2.84934 1.47755 -4.54299 0.033
H 2.56379 0.48335 -3.46168 -0.056
O 4.57345 -1.77718 0.78901 -0.132
H 4.81454 -0.90728 0.26939 0.117
H 3.58081 -1.84267 0.90578 0.066
O -2.55547 3.25468 4.50865 -0.036
H -2.87431 2.48919 3.94401 0.064
H -2.56584 4.08120 4.16620 -0.034
O -0.48038 1.82913 1.06647 0.068
H -0.85117 1.31760 1.71003 -0.028
H -0.01278 1.23863 0.67172 -0.076
O -3.34037 4.07605 -2.07629 -0.068
H -2.63538 3.56512 -1.64127 0.046
H -2.95139 4.22688 -2.95879 0.030
O -0.92088 -3.69653 2.32213 -0.071
H -1.16126 -2.95922 1.65969 0.084
H -0.97730 -4.55604 1.88760 0.057
O 1.30189 0.05459 -5.51340 -0.027
H 1.12467 -0.82126 -5.14551 0.021
H 1.26556 0.12611 -6.43457 0.013
O 1.52616 5.22696 -1.77332 -0.138
H 1.93450 4.53440 -2.41268 0.070
H 2.12277 5.02317 -0.97587 0.065
O 4.44907 -2.72636 3.03687 -0.089
H 5.06915 -2.53714 2.41236 -0.059
H 4.43922 -2.18747 3.93048 0.123
O -2.13623 -0.57217 1.25498 0.030
H -2.60777 -0.44329 0.42952 0.071
H -2.38861 -0.05164 1.89150 -0.084
O -2.37060 1.84466 -4.81612 0.031
H -3.21648 1.87766 -5.10228 -0.042
H -2.37181 2.74138 -4.67318 -0.019
O 2.10290 0.81155 2.63726 -0.050
H 2.74600 0.59281 3.41793 0.106
H 1.89384 1.66977 2.74276 -0.052
O -4.72578 1.17170 -3.50455 -0.034
H -5.01507 1.96363 -3.94569 0.031
H -5.37520 0.52518 -3.29486 0.025
O -1.42042 -2.92465 5.17863 -0.132
H -1.68816 -2.12965 4.54575 0.030
H -1.06243 -3.60799 4.55490 0.029
O 1.68982 -2.83188 3.46085 -0.044
H 2.22946 -3.11989 2.66646 0.055
H 0.91657 -2.99077 3.04183 -0.094
O -1.96867 -0.37711 4.23544 -0.086
H -1.34618 -0.83102 4.92739 0.100
H -2.89113 -0.47442 4.54396 0.072
O 0.40176 -1.38575 -1.45078 0.006
H 0.26281 -0.44543 -1.61372 0.053
H 0.17766 -1.64402 -0.63229 -0.053
O 1.43000 -2.90125 -4.46487 0.082
H 1.56919 -3.72516 -4.90030 0.056
H 1.98766 -3.04208 -3.88225 -0.097
```

What did the fourth record say?
# H36O18

A cluster of 18 separate species, H36O18 in total (ωB97M-V with the def2-TZVPD basis set, the OMol25 dataset).

Results
Relative energy (zero: lowest compared OMol25 entry of this formula, charge and spin), kJ/mol: 855.00
Highest occupied orbital energy, eV: -10.5

```
54
Properties=species:S:1:pos:R:3:lowdin_charge:R:1
O 2.88846 1.30637 -3.59231 -0.031
H 2.84934 1.47755 -4.54299 0.033
H 2.56379 0.48335 -3.46168 -0.056
O 4.57345 -1.77718 0.78901 -0.132
H 4.81454 -0.90728 0.26939 0.117
H 3.58081 -1.84267 0.90578 0.066
O -2.55547 3.25468 4.50865 -0.036
H -2.87431 2.48919 3.94401 0.064
H -2.56584 4.08120 4.16620 -0.034
O -0.48038 1.82913 1.06647 0.068
H -0.85117 1.31760 1.71003 -0.028
H -0.01278 1.23863 0.67172 -0.076
O -3.34037 4.07605 -2.07629 -0.068
H -2.63538 3.56512 -1.64127 0.046
H -2.95139 4.22688 -2.95879 0.030
O -0.92088 -3.69653 2.32213 -0.071
H -1.16126 -2.95922 1.65969 0.084
H -0.97730 -4.55604 1.88760 0.057
O 1.30189 0.05459 -5.51340 -0.027
H 1.12467 -0.82126 -5.14551 0.021
H 1.26556 0.12611 -6.43457 0.013
O 1.52616 5.22696 -1.77332 -0.138
H 1.93450 4.53440 -2.41268 0.070
H 2.12277 5.02317 -0.97587 0.065
O 4.44907 -2.72636 3.03687 -0.089
H 5.06915 -2.53714 2.41236 -0.059
H 4.43922 -2.18747 3.93048 0.123
O -2.13623 -0.57217 1.25498 0.030
H -2.60777 -0.44329 0.42952 0.071
H -2.38861 -0.05164 1.89150 -0.084
O -2.37060 1.84466 -4.81612 0.031
H -3.21648 1.87766 -5.10228 -0.042
H -2.37181 2.74138 -4.67318 -0.019
O 2.10290 0.81155 2.63726 -0.050
H 2.74600 0.59281 3.41793 0.106
H 1.89384 1.66977 2.74276 -0.052
O -4.72578 1.17170 -3.50455 -0.034
H -5.01507 1.96363 -3.94569 0.031
H -5.37520 0.52518 -3.29486 0.025
O -1.42042 -2.92465 5.17863 -0.132
H -1.68816 -2.12965 4.54575 0.030
H -1.06243 -3.60799 4.55490 0.029
O 1.68982 -2.83188 3.46085 -0.044
H 2.22946 -3.11989 2.66646 0.055
H 0.91657 -2.99077 3.04183 -0.094
O -1.96867 -0.37711 4.23544 -0.086
H -1.34618 -0.83102 4.92739 0.100
H -2.89113 -0.47442 4.54396 0.072
O 0.40176 -1.38575 -1.45078 0.006
H 0.26281 -0.44543 -1.61372 0.053
H 0.17766 -1.64402 -0.63229 -0.053
O 1.43000 -2.90125 -4.46487 0.082
H 1.56919 -3.72516 -4.90030 0.056
H 1.98766 -3.04208 -3.88225 -0.097
```